Entry one
ORCA calculation (the ωB97M-V functional and the def2-TZVPD basis) on C3H6N2O2S in the gas phase.

Geometry (Å):
1 N 3.09079 0.52799 0.00922
2 C 1.97361 -0.30016 -0.09958
3 O 1.77569 -1.26922 -0.81024
4 O 1.03625 0.25729 0.71657
5 C -0.23788 -0.41509 0.73566
6 C -1.34169 0.35094 0.03797
7 N -0.87676 1.44866 -0.52639
8 S -2.84017 -0.40693 -0.05825
9 H 3.94680 0.10188 -0.32428
10 H 3.07779 0.90240 0.93836
11 H -0.53027 -0.56928 1.77251
12 H -0.06407 -1.37852 0.20543
13 H -1.41472 2.14286 -0.98676
14 H 0.06909 1.75630 -0.34812

Output
Gap between HOMO and LUMO   8.92 eV
Structure (SMILES)   NC(=O)OCC(N)=S
2S+1   1
HOMO energy   -0.309 Ha

The computed Löwdin charges, all in e, follow: N 0.1696; C -0.5774; O 0.0939; O -0.0533; C -0.1849; C -0.8546; N 0.1282; S 0.5916; H 0.1123; H 0.0981; H 0.1271; H 0.1290; H 0.1074; H 0.1132

Entry two
ORCA calculation (the ωB97M-V functional and the def2-TZVPD basis) on C3H6N2O2S in the gas phase.

Geometry (Å):
1 C 0.06032 -0.80661 -0.22991
2 C -1.30512 -1.35317 0.08302
3 C -0.45518 1.51579 0.16035
4 N 0.92876 -1.69562 -0.39091
5 N 0.29897 0.48999 -0.40417
6 O 2.75121 1.11302 0.76782
7 O 2.22182 -1.05863 -0.51068
8 S 2.31814 0.58219 -0.51343
9 H -1.56961 -0.76186 1.01378
10 H -1.17962 -2.36753 0.09623
11 H -1.95194 -1.02552 -0.77694
12 H -1.45653 1.56750 -0.30124
13 H -0.78819 1.42236 1.22258
14 H 0.12696 2.37810 -0.21651

Output
Gap between HOMO and LUMO   9.08 eV
2S+1   1
HOMO energy   -0.336 Ha

The computed Löwdin charges, all in e, follow: C -0.5446; C 0.0143; C -0.1424; N 0.0797; N -0.1747; O -0.4354; O -0.3888; S 1.0414; H 0.1069; H 0.0455; H 0.1091; H 0.0895; H 0.1014; H 0.0981

Quick look at relative energies in kcal/mol: entry one 0.0; entry two 93.2.

Entry one
ORCA calculation (the ωB97M-V functional and the def2-TZVPD basis) on a molecular structure, C3H6N2O2S.

Geometry (Å):
1 C -0.55319 1.60360 -0.66452
2 C 2.07330 0.04819 0.69134
3 C -1.35416 -0.47676 0.44093
4 H -0.83755 2.34902 0.12167
5 H 0.31324 2.06140 -1.19674
6 H -1.47762 1.46763 -1.27673
7 H 2.73798 0.19600 1.60231
8 H -1.00097 -1.28918 1.18823
9 H -4.21626 0.07989 -0.09416
10 N -0.23849 0.31028 0.03087
11 N -2.41323 -0.03892 -0.07316
12 O 0.84337 0.49106 1.13999
13 O -3.55752 -0.95200 -0.23140
14 S 2.73504 -0.63293 -0.63274

Output
Gap between HOMO and LUMO   9.17 eV
2S+1   1
HOMO energy   -0.329 Ha

The computed Löwdin charges, all in e, follow: C -0.0583; C -0.7341; C -0.1699; H 0.0923; H 0.0889; H 0.0848; H 0.0812; H 0.1736; H 0.2517; N -0.1124; N -0.0856; O -0.1171; O -0.1530; S 0.6578

Entry two
ORCA calculation (the ωB97M-V functional and the def2-TZVPD basis) on C3H6N2O2S in the gas phase.

Geometry (Å):
1 C 2.56008 -1.09838 0.97037
2 O 1.37901 -0.29470 1.25185
3 N 0.52273 -0.10802 0.13058
4 C -0.53163 0.60837 0.31573
5 N -1.44826 0.57383 -0.80691
6 O -0.73205 0.29511 -2.02311
7 C -2.73409 0.79602 -0.78088
8 S -3.67700 1.47679 0.29449
9 H 2.81072 -1.70221 2.07634
10 H 3.35950 -0.30928 0.74451
11 H 2.25572 -1.93504 0.17970
12 H -0.92291 1.13695 1.31436
13 H 0.18624 -0.05244 -1.69332
14 H -3.02804 0.61301 -1.97369

Output
Gap between HOMO and LUMO   8.86 eV
Structure (SMILES)   CO/N=C/N(O)C=S
2S+1   1
HOMO energy   -0.321 Ha

The computed Löwdin charges, all in e, follow: C -0.1000; O -0.2346; N 0.0196; C -0.0744; N -0.2118; O -0.0265; C -0.7995; S 0.6371; H 0.1472; H 0.0873; H 0.1086; H 0.1726; H 0.1220; H 0.1522

Quick look at relative energies in kcal/mol: entry one 16.2; entry two 0.0.

Entry one
ORCA calculation (the ωB97M-V functional and the def2-TZVPD basis) on C2H4N2O3 in the gas phase.

Geometry (Å):
1 O 2.81656 -0.78946 -0.08278
2 N 1.43574 -0.45526 0.19596
3 C 1.23953 0.78768 -0.00882
4 O -0.02651 1.34219 0.00703
5 C -1.22624 0.71379 -0.00670
6 N -1.42422 -0.55303 -0.06229
7 O -2.76948 -0.72280 -0.00411
8 H 2.63554 -1.78762 -0.02441
9 H 2.06451 1.47767 -0.27245
10 H -2.03848 1.41147 0.11220
11 H -2.98649 -1.69175 -0.01908

Output
Gap between HOMO and LUMO   10.08 eV
Structure (SMILES)   O/N=C/O/C=N/O
2S+1   1
HOMO energy   -0.336 Ha

The computed Löwdin charges, all in e, follow: O -0.0998; N 0.0197; C -0.1722; O -0.0124; C -0.1882; N 0.0037; O -0.0894; H 0.1241; H 0.1522; H 0.1393; H 0.1230

Entry two
ORCA calculation (the ωB97M-V functional and the def2-TZVPD basis) on C2H4N2O3 in the gas phase.

Geometry (Å):
1 O -0.44885 -1.86473 1.25255
2 C 0.61592 -1.28315 1.11674
3 N 0.68602 0.05689 0.78392
4 O -0.64711 0.62819 0.70965
5 C -1.17135 0.61747 -0.58476
6 N -0.35714 0.78078 -1.62248
7 O 0.94194 0.99243 -1.45069
8 H 1.64416 -1.91266 1.15059
9 H 1.51270 0.56861 0.35362
10 H -2.33818 0.80723 -0.56487
11 H 1.44384 0.62024 -2.35332

Output
Gap between HOMO and LUMO   9.75 eV
Structure (SMILES)   O=CNO/C=N\O
2S+1   1
HOMO energy   -0.347 Ha

The computed Löwdin charges, all in e, follow: O 0.0084; C -0.3349; N 0.0141; O -0.0723; C -0.1282; N -0.0678; O -0.1376; H 0.1659; H 0.1614; H 0.1758; H 0.2152

Quick look at relative energies in kcal/mol: entry one 0.0; entry two 19.7.

Entry one
ORCA calculation (the ωB97M-V functional and the def2-TZVPD basis) on a molecular structure, H4N5.

Geometry (Å):
1 N 0.25476 2.89086 0.41984
2 N -0.13298 1.92490 0.08605
3 N 1.22850 -0.15049 0.26681
4 N -1.32616 0.07327 -0.51244
5 N -0.17642 0.83636 -0.48479
6 H 2.17376 0.13513 -0.07092
7 H 0.91944 -1.05400 -0.26304
8 H -1.26464 -0.34177 -1.46492
9 H -1.67920 -0.45208 0.24515

Output
Gap between HOMO and LUMO (spin up / spin down)   8.85 / 8.85 eV
Charge   +1
2S+1   1
HOMO energy (spin up / spin down)   -0.580 / -0.580 Ha

The computed Löwdin charges, all in e, follow: N 0.4116; N -0.0258; N 0.1770; N 0.1113; N -0.1025; H 0.0758; H 0.1032; H 0.1438; H 0.1056

Entry two
ORCA calculation (the ωB97M-V functional and the def2-TZVPD basis) on a gas-phase ion, H4N5 (charge +1).

Geometry (Å):
1 N 2.47785 -0.26333 -0.06637
2 N 1.39977 -0.00690 -0.24886
3 N 0.07841 0.10737 -0.33459
4 N -0.37682 1.33813 -0.02899
5 N -0.63831 -1.04335 -0.03585
6 H -0.42670 1.37909 1.02493
7 H -1.23898 1.56764 -0.57954
8 H -0.58874 -1.31690 0.93602
9 H -0.68648 -1.76174 -0.66675

Output
Gap between HOMO and LUMO   10.04 eV
Structure (SMILES)   N#[N+]N(N)N
Charge   +1
2S+1   1
HOMO energy   -0.584 Ha

The computed Löwdin charges, all in e, follow: N 0.4093; N 0.0896; N -0.2732; N 0.1063; N 0.1615; H 0.1439; H 0.1544; H 0.1234; H 0.0847

Entry three
ORCA calculation (the ωB97M-V functional and the def2-TZVPD basis) on a molecular structure, H4N5.

Geometry (Å):
1 N -3.98439 0.04345 -0.45786
2 N -0.24325 -0.13940 0.56259
3 N -2.93920 -0.23592 -0.19666
4 N 1.84301 0.25414 -0.47158
5 N 0.81200 -0.47765 0.06910
6 H -0.84675 0.90558 0.98328
7 H 1.79201 1.12543 0.00037
8 H 2.80459 0.05765 -0.59077
9 H 0.76197 -1.53330 0.10153

Output
Gap between HOMO and LUMO (spin up / spin down)   10.97 / 10.97 eV
Charge   +1
2S+1   1
HOMO energy (spin up / spin down)   -0.615 / -0.615 Ha

The computed Löwdin charges, all in e, follow: N 0.0644; N 0.1195; N -0.0074; N 0.1846; N -0.1144; H 0.2810; H 0.1129; H 0.1289; H 0.2306

Quick look at relative energies in kcal/mol: entry one 59.7; entry two 23.3; entry three 0.0.

Entry one
ORCA calculation (the ωB97M-V functional and the def2-TZVPD basis) on 2 unconnected molecules or ions with the total composition C4H12.

Geometry (Å):
1 C -1.70422 -0.06347 -1.68748
2 C -2.17802 1.25416 -1.04519
3 H -2.51349 -0.36953 -2.35266
4 H -0.71811 -0.00516 -2.14354
5 H -1.52008 -0.84400 -0.93757
6 H -3.13945 1.16896 -0.53931
7 H -1.36427 1.60030 -0.41206
8 H -2.43405 1.96142 -1.84343
9 C 1.54148 -0.37491 0.75647
10 C 2.35682 -0.82653 1.98681
11 H 1.40638 0.70139 0.66069
12 H 1.89464 -0.76689 -0.20178
13 H 0.53127 -0.79207 0.80259
14 H 2.68913 0.06022 2.52956
15 H 1.67176 -1.33028 2.66710
16 H 3.24931 -1.38920 1.73254

Output
Expectation value of S²   0.750
Gap between HOMO and LUMO (spin up / spin down)   2.79 / 12.32 eV
Charge   -1
2S+1   2
HOMO energy (spin up / spin down)   0.056 / -0.287 Ha

The computed Löwdin charges, all in e, follow: C -0.3187; C -0.3139; H 0.0373; H 0.0258; H 0.0203; H 0.0361; H 0.0245; H 0.0382; C -0.4008; C -0.2989; H 0.0147; H 0.0182; H 0.0150; H 0.0330; H 0.0339; H 0.0356

Entry two
ORCA calculation (the ωB97M-V functional and the def2-TZVPD basis) on 2 unconnected molecules or ions with the total composition C4H12.

Geometry (Å):
1 C 0.88327 -1.23975 -1.03766
2 C 1.30339 -0.99260 -2.51905
3 H -0.04837 -1.73795 -0.77024
4 H 1.62125 -1.74634 -0.41437
5 H 0.87208 -0.31057 -0.45488
6 H 1.27584 0.08304 -2.65424
7 H 0.52602 -1.34022 -3.20080
8 H 2.28001 -1.45919 -2.56286
9 C -1.83606 1.13204 1.60508
10 C -0.33307 0.99547 1.72948
11 H -2.12154 1.95246 0.93168
12 H -2.33693 0.17415 1.48357
13 H -2.26520 1.62127 2.49716
14 H 0.16773 1.85937 1.28788
15 H 0.03676 0.07930 1.29386
16 H -0.02518 0.92952 2.78540

Output
Expectation value of S²   0.750
Gap between HOMO and LUMO (spin up / spin down)   2.77 / 11.90 eV
Charge   -1
2S+1   2
HOMO energy (spin up / spin down)   0.057 / -0.273 Ha

The computed Löwdin charges, all in e, follow: C -0.3962; C -0.2937; H 0.0163; H 0.0131; H 0.0114; H 0.0243; H 0.0334; H 0.0351; C -0.3097; C -0.3293; H 0.0385; H 0.0331; H 0.0367; H 0.0327; H 0.0132; H 0.0412

Entry three
ORCA calculation (the ωB97M-V functional and the def2-TZVPD basis) on 2 unconnected molecules or ions with the total composition C4H12.

Geometry (Å):
1 C -1.26769 -0.15278 -1.69303
2 C 0.07293 -0.34899 -2.42977
3 H -1.60560 0.88944 -1.78007
4 H -2.06604 -0.81659 -2.00265
5 H -1.19858 -0.16483 -0.61052
6 H -0.08752 -1.01584 -3.27790
7 H 0.85375 -0.59286 -1.71936
8 H 0.34748 0.58753 -2.92428
9 C 0.47424 -0.41823 1.63772
10 C 0.76884 0.86086 2.47079
11 H -0.56483 -0.37737 1.29771
12 H 1.04099 -0.36143 0.74105
13 H 0.52374 -1.31495 2.25136
14 H 0.01592 1.61805 2.25013
15 H 0.60698 0.58538 3.51796
16 H 1.75609 1.27895 2.29472

Output
Expectation value of S²   0.750
Gap between HOMO and LUMO (spin up / spin down)   2.84 / 12.00 eV
Charge   -1
2S+1   2
HOMO energy (spin up / spin down)   0.059 / -0.276 Ha

The computed Löwdin charges, all in e, follow: C -0.2669; C -0.2741; H 0.0372; H 0.0387; H 0.0115; H 0.0402; H 0.0232; H 0.0345; C -0.3746; C -0.3713; H 0.0155; H 0.0077; H 0.0181; H 0.0190; H 0.0230; H 0.0182

Quick look at relative energies in kcal/mol: entry one 0.0; entry two 9.0; entry three 5.2.